Entry 1:
{"formula": "C40H46BrF41N2O10S", "method": "the ωB97M-V functional and the def2-TZVPD basis", "molar_mass_g_mol": 1605.70, "lumo_energy_ha": -0.01697, "total_charge": 0, "gap_ev": 10.04, "smiles": "CCCCCCCCC[C@@]1(C(=O)NC(=O)F)[C@H](Br)CS(=O)(=O)O[C@@H]1N.FC(F)C(F)(F)COC(F)(F)C(F)F.FC(F)C(F)(F)COC(F)(F)C(F)F.FC(F)C(F)(F)COC(F)(F)C(F)F.FC(F)C(F)(F)COC(F)(F)C(F)F.FC(F)C(F)(F)COC(F)(F)C(F)F", "de_lowest_kj_mol": 128.0, "symbols": ["H", "N", "O", "H", "H", "F", "C", "C", "F", "F", "O", "C", "H", "O", "F", "H", "F", "F", "F", "C", "F", "C", "H", "H", "H", "C", "H", "F", "F", "F", "C", "F", "C", "H", "H", "H", "H", "C", "F", "C", "F", "C", "H", "H", "H", "H", "F", "H", "H", "C", "C", "F", "F", "F", "O", "H", "F", "F", "F", "H", "H", "F", "F", "C", "H", "H", "C", "F", "C", "C", "H", "O", "C", "F", "O", "C", "C", "O", "H", "H", "H", "H", "F", "H", "C", "F", "C", "H", "C", "H", "F", "C", "F", "H", "H", "N", "F", "F", "F", "H", "F", "C", "C", "C", "H", "C", "C", "C", "C", "C", "Br", "F", "F", "F", "H", "C", "F", "C", "H", "F", "F", "O", "H", "H", "H", "H", "F", "C", "H", "H", "C", "H", "O", "C", "O", "C", "F", "H", "S", "C", "C"], "xyz": [[2.0734, -1.7149, -0.0466], [-0.2687, 2.1105, 0.8648], [1.5810, 1.9644, -3.3754], [5.7517, 3.5134, 0.7925], [-1.5307, 3.1939, 5.9176], [-2.3087, -7.9676, -3.6160], [-2.5844, 2.9276, 5.9760], [1.5980, -4.6038, -0.6080], [-1.1505, 7.1735, 2.4341], [0.0378, -6.8084, -2.6253], [1.7761, -3.8807, -1.7633], [-1.4648, -10.0276, -4.2708], [-4.9537, 4.0672, 2.9361], [-3.0517, 4.6419, -3.0618], [-3.8087, -11.3410, -6.5208], [6.7878, -2.0205, 1.6136], [-4.4168, -10.7704, -3.8120], [-4.7523, 3.6158, -5.9728], [-0.7990, 6.3207, 7.0651], [-0.1607, -0.9710, 0.7877], [-4.8980, -8.6747, -3.4709], [6.3626, 2.9535, 1.4849], [-1.4185, 4.6525, 3.5254], [1.6984, 1.8977, 0.3095], [-4.1687, 6.2670, -2.9253], [7.7665, 1.0301, 0.4351], [-6.2763, 4.8115, -5.5082], [-1.7529, 1.5481, -4.3291], [-5.5541, 4.3488, 4.8054], [-2.1758, 4.1277, 7.9268], [5.1000, -1.0868, 0.7605], [0.2617, 8.8317, 6.6292], [-2.7153, -9.1296, -4.2099], [5.3676, -0.0303, -1.0484], [4.7720, 1.0035, 0.2454], [0.1886, 4.7131, 4.1620], [-1.6393, 8.4868, 6.1142], [-5.2838, 3.4940, 3.8057], [2.1147, -5.4113, -4.0409], [-0.6242, 8.2432, 5.7933], [0.3320, -5.0453, -0.4876], [0.9736, 2.1450, -2.3322], [5.7564, 2.1464, 1.8723], [-0.9059, -1.4556, 2.7656], [4.7158, -2.0080, 0.3319], [-2.5993, 1.8869, 6.2952], [-2.3197, -12.5558, -4.3077], [-0.1826, -3.6723, -2.4527], [-4.0150, 2.4781, 8.4929], [-0.2936, 6.1411, 2.5632], [-0.6369, 5.3459, 3.8346], [-5.0519, 6.9491, -4.9077], [-5.2482, 5.4092, -7.1031], [1.3078, 3.1753, -1.5315], [1.5540, -0.7119, 3.7248], [-0.5019, 2.4086, 1.8061], [-4.7219, 4.3207, 8.7594], [-4.0654, 2.6685, -3.4397], [-2.0178, 3.4407, -5.3784], [-1.3090, -10.5599, -3.3327], [-5.1287, 4.8322, -3.0906], [-3.1882, 5.9818, -5.4820], [-3.8970, 1.7860, 3.0727], [-3.9133, -9.6013, -3.3796], [6.7564, 0.4290, 2.2979], [-0.7034, 1.1820, -2.5771], [0.9585, 1.3334, 0.8572], [0.8794, 6.3745, 5.7114], [4.6942, 0.0263, -0.2070], [0.8523, -4.9500, -3.8998], [2.9809, 0.8398, -1.1648], [0.7522, -0.7827, -2.1076], [1.1540, 6.6103, 2.3613], [-0.4336, 8.7437, 4.5600], [-1.2157, 6.0536, 4.9293], [-3.1805, 3.8679, 7.0465], [-4.3388, 3.3418, 7.9050], [-3.0385, 3.0703, 4.6240], [-1.1626, -5.7549, -3.8168], [7.8231, 3.0846, -0.0336], [-0.1039, 2.9666, 0.3542], [8.5132, 2.7782, 1.5028], [-2.5145, 2.8424, -1.9444], [7.2620, 0.9259, -0.5146], [2.2536, -0.6901, 0.2244], [-3.3981, -13.4853, -6.5909], [7.6878, 2.4990, 0.8672], [-2.3295, -12.1226, -7.5887], [0.5229, 0.1191, -1.3293], [1.8263, 5.7489, 2.2994], [0.0686, -6.9758, -4.7963], [-0.1323, -6.1145, -3.7680], [2.6362, -6.5611, -1.4798], [6.5687, 3.6125, 2.3178], [-0.8171, 3.2404, -3.8269], [-0.0791, 1.3688, -1.8028], [-0.5458, 5.3003, 1.5134], [1.7905, -3.7209, 0.4051], [1.2271, 7.2937, 1.1930], [0.2268, -1.9685, 0.8273], [-6.4223, 2.8313, 3.4957], [0.8261, -3.8470, -2.8269], [-4.2065, 2.4739, 4.1973], [-2.8311, -12.2574, -6.6282], [-3.6322, -9.7020, -2.3274], [-0.5617, -0.5964, 2.2173], [-1.7942, 2.9004, -4.1760], [7.3230, 0.0026, 1.4805], [3.2719, -0.1263, -0.7731], [-4.2345, 5.3265, -3.4691], [-1.8592, -1.1035, -0.2042], [-3.5160, 5.0397, 6.4743], [-5.4195, 2.9966, 7.1805], [1.5852, 7.4283, 3.3351], [8.8120, 0.8350, 0.2354], [-4.4026, 5.7513, -4.9400], [0.5255, -4.3377, -5.0717], [-2.8969, 3.2797, -3.1683], [4.6441, -0.9148, 1.7275], [2.3208, -6.4331, 0.6781], [-3.1001, -8.8089, -5.4619], [-0.0247, 0.9937, 4.1635], [-0.6369, -9.3258, -4.3491], [-1.3937, 0.0883, 2.1521], [7.0818, -1.5346, -0.0197], [2.6114, -0.7105, 1.2416], [-0.8034, -12.9841, -5.7901], [0.8690, -0.0179, 0.1496], [1.0963, -2.9389, -3.3627], [3.3296, -0.8151, -1.6006], [-1.8142, -12.1423, -5.4863], [3.6294, -5.2955, -0.3173], [1.4917, 1.2210, 2.1981], [6.6052, -1.2239, 0.9005], [-1.2644, -10.8823, -5.3924], [-5.2438, 4.8652, -5.8650], [-4.6553, 1.5679, 5.0827], [8.2266, -0.3968, 1.9207], [0.6848, 0.2621, 3.1701], [-0.4165, 6.7234, 5.8390], [2.6304, -5.7230, -0.4310]], "forces_ev_per_a": [[0.1441, -0.2279, -0.0442], [-0.0443, 0.0532, 0.4194], [-1.7335, 0.7749, 2.6544], [-0.1969, 0.1059, -0.3407], [-0.0194, 0.1180, 0.0006], [-0.0999, -0.0540, 0.2770], [0.4097, -0.2220, -0.1851], [-0.6919, 0.7205, -0.6944], [0.1210, 0.0775, 0.0115], [0.2496, 0.1493, 0.1880], [0.2771, -0.8683, -0.1636], [0.6788, -0.1292, 0.2568], [0.0618, -0.0761, -0.0139], [0.2274, -0.1566, -0.8022], [-0.0316, 0.0941, 0.2254], [-0.0057, -0.4217, 0.0739], [0.1785, -0.1276, -0.2145], [0.2082, -0.0321, 0.2088], [-0.0398, 0.1362, 0.0888], [-0.5173, 0.2452, 0.6122], [0.1003, 0.0410, -0.0306], [0.2702, 0.1101, 0.2550], [-0.1331, 0.1259, 0.0099], [0.5426, 0.0937, 0.2025], [0.0650, 0.0494, -0.0644], [0.1940, 0.5052, 0.5832], [0.0323, 0.0143, 0.0665], [-0.1259, 0.0061, 0.2385], [0.0480, -0.0819, 0.1435], [0.0220, -0.2910, 0.1510], [0.2148, 0.4406, -0.9011], [-0.0023, -0.0997, 0.0014], [0.1476, -0.2623, -0.7395], [0.3088, 0.2983, -0.3297], [0.3062, 0.3117, 0.2196], [0.2456, 0.2212, -0.0544], [-0.0002, -0.1016, 0.0457], [-0.1925, 0.1739, -0.2691], [-0.0468, -0.1540, 0.0851], [-0.1591, 0.3109, 0.1626], [0.1467, -0.2281, -0.0325], [1.7138, -0.3211, -2.7673], [-0.0906, -0.2645, 0.1057], [0.2956, -0.2829, 0.4988], [-0.2090, -0.3962, 0.1863], [-0.2683, -0.0280, 0.0409], [-0.1916, 0.0987, -0.1182], [-0.0611, -0.2387, 0.0673], [0.0491, 0.0000, -0.0524], [-0.4174, 0.3797, 0.3785], [-0.1755, -0.4947, 0.3020], [-0.2401, -0.0343, 0.0768], [0.0426, 0.0695, 0.0776], [-0.0926, -0.2245, -0.0740], [1.3197, -0.5680, -0.5725], [-0.0049, -0.1475, 0.0933], [0.1098, 0.0099, -0.0525], [0.1507, -0.0515, -0.2703], [-0.2542, 0.0590, -0.0430], [-0.2761, -0.1103, 0.0330], [-0.0304, -0.2016, -0.2117], [-0.0252, -0.1434, -0.0783], [-0.0688, 0.0623, -0.1842], [-0.2271, 0.1775, 0.3160], [-0.2960, 0.1571, 0.1145], [0.0149, -0.6195, -0.1990], [-0.5928, 0.9134, -0.5021], [-0.0326, 0.2188, -0.1163], [-0.6031, -0.3860, 0.0181], [0.6621, 0.0093, 0.3175], [-0.1884, 0.2946, -0.2393], [-0.6226, 1.0804, 1.0300], [0.2814, -0.0746, -0.3648], [0.1051, -0.1195, -0.0959], [0.5110, 0.4983, -0.3770], [-0.0619, 0.1307, -0.6151], [-0.0440, -0.0152, 0.4557], [-0.6092, 0.2922, 0.4728], [0.0289, 0.0541, 0.0159], [0.2535, 0.2366, -0.2535], [-0.2512, 0.0270, -0.1644], [0.2799, -0.1620, 0.4307], [0.1892, -0.0863, -0.2444], [-0.3754, -0.1934, -0.1571], [-0.3322, -0.0956, -0.6951], [0.0752, 0.0055, 0.0585], [-0.5631, -0.0111, -0.5110], [0.0815, -0.0133, 0.0532], [0.1568, -1.1196, -1.2396], [-0.0628, -0.0348, 0.0307], [0.1145, 0.0995, -0.0389], [-0.3090, -0.1309, -0.2270], [-0.2132, 0.0079, -0.1375], [-0.0862, 0.2295, 0.2638], [-0.0643, 0.0863, 0.1095], [0.9206, 0.1066, 0.2387], [0.2006, -0.2570, -0.0802], [0.1378, -0.3718, 0.3897], [-0.0957, -0.0846, 0.0163], [0.2049, -0.4441, -0.4266], [0.0870, -0.0519, -0.0018], [-0.2367, 0.6567, 0.1118], [0.7419, -0.3703, 0.2838], [-0.0942, -0.0988, -0.3384], [0.0697, -0.0023, -0.0296], [0.0219, 1.2050, -1.2759], [0.2477, 0.0527, -0.1427], [0.3168, -0.5015, -0.7088], [0.6925, -0.2248, 0.7516], [-0.2228, 0.0869, 0.6587], [0.1043, -0.1494, 0.0722], [-0.2015, 0.0548, 0.0263], [0.0752, 0.0275, -0.2214], [-0.1810, -0.0039, 0.1622], [0.3110, -0.1013, -0.3213], [0.7138, -0.0815, 0.0812], [-0.2415, 0.0524, -0.0083], [-0.7851, 0.5457, 0.4477], [-0.0669, -0.1617, 0.3244], [-0.0508, 0.0843, -0.0026], [-0.1525, -0.0814, 0.0307], [-0.5379, 1.4986, -0.1907], [-0.0427, 0.0684, -0.0605], [-0.1871, 0.3649, 0.1486], [0.0351, 0.0174, -0.4483], [0.0406, 0.2104, 0.3151], [0.0177, -0.0973, -0.1044], [0.1266, -0.1713, 0.3279], [0.0392, -0.0450, -0.0142], [-0.1595, -0.1013, -0.4582], [0.4696, 0.3770, 0.5927], [-0.0508, 0.0789, 0.0168], [-0.4134, -0.5291, -0.2721], [-0.1068, 0.2216, 1.0853], [-0.8062, 0.0812, -0.1889], [-0.3338, 0.0447, -0.2538], [-0.1323, 0.1642, 0.0085], [0.3101, 0.0597, 0.3883], [-0.7027, -1.5764, 1.8152], [-0.0637, -0.7276, -0.1797], [0.3266, -0.0967, 0.1885]]}

Entry 2:
{"formula": "C3H8O2S", "method": "the ωB97M-V functional and the def2-TZVPD basis", "molar_mass_g_mol": 108.16, "lumo_energy_ha": 0.02820, "total_charge": 0, "gap_ev": 9.69, "smiles": "OC[C@H](O)CS", "de_lowest_kj_mol": 79.7, "symbols": ["H", "H", "O", "H", "H", "O", "C", "H", "S", "C", "H", "H", "C", "H"], "xyz": [[1.1756, 0.3092, 1.3036], [-1.4379, 0.3722, -0.2745], [-0.0796, 1.8735, -0.6712], [-0.0187, -0.1570, -2.1551], [1.4550, -0.0940, -1.1238], [0.1450, -1.6960, -0.7828], [0.0831, 0.4073, 1.2593], [0.6384, -2.2534, -1.4062], [-0.7207, -0.9139, 2.2028], [-0.3729, 0.5640, -0.1890], [-0.1611, 1.3278, 1.8311], [-0.6586, 2.4781, -0.2007], [0.3466, -0.3403, -1.1634], [-0.3941, -1.8776, 1.3699]], "forces_ev_per_a": [[-0.2255, -0.0372, -0.0516], [-0.3349, -0.1042, 0.1540], [-0.0218, -0.0053, 0.1193], [-0.2099, 0.1753, -0.6057], [-1.1208, -0.1145, -0.1125], [0.2369, -0.3085, -0.4367], [0.1916, 0.4964, 0.4043], [-0.2839, 0.2267, 0.3548], [-0.1659, 0.4534, 0.3440], [0.1577, 0.1479, -0.1416], [0.0642, -0.4384, -0.4136], [0.0147, 0.1872, -0.0341], [1.5687, -0.1420, 0.7686], [0.1291, -0.5367, -0.3493]]}

Entry 3:
{"formula": "CHNO5S2", "method": "the ωB97M-V functional and the def2-TZVPD basis", "molar_mass_g_mol": 171.16, "lumo_energy_ha": 0.23099, "total_charge": -2, "gap_ev": 6.60, "de_lowest_kj_mol": 88.5, "symbols": ["C", "H", "O", "S", "O", "S", "O", "O", "O", "N"], "xyz": [[0.3882, 0.5648, -0.0213], [-0.5030, 0.2282, 0.3304], [0.7928, 1.6541, 0.4434], [-0.0069, -1.6972, -1.3376], [-1.3299, -1.1309, -1.5692], [2.8285, 0.2971, -1.1440], [3.5459, -1.0637, -1.1052], [3.0027, 0.8398, -2.5152], [0.0980, -2.6358, -0.1940], [1.0005, -0.2337, -0.7990]], "forces_ev_per_a": [[1.6834, 2.9432, 1.5231], [-3.2955, -1.1997, 0.9295], [-0.0475, 0.4749, -0.0377], [2.5865, -1.4459, -1.3565], [-1.5455, 0.7163, 0.5228], [2.0197, -2.5533, -0.2246], [-1.3696, 2.0095, 0.2470], [-0.9189, 0.0893, 0.2976], [-0.5665, 0.4429, 0.3975], [1.4539, -1.4771, -2.2986]]}